No. 1
Here is a cluster of 2 separate species, C2H10N2 in total at a distorted geometry from OMol25. Energies are from ωB97M-V/def2-TZVPD.

spin multiplicity: 2
total charge: +1
<S²>: 0.7542
ΔE to the lowest compared entry with this formula, charge and spin: 227.9 kJ/mol

Element x y z (Å)
C1 -2.382 -1.153 -2.158
N1 -0.845 -0.866 -2.151
H1 -2.744 -1.674 -2.976
H2 -2.869 -0.187 -2.022
H3 -2.549 -1.686 -1.247
H4 -0.533 -0.861 -3.167
H5 -0.831 0.104 -1.765
C2 2.043 0.804 2.686
N2 1.900 1.222 1.265
H6 2.394 1.734 3.271
H7 2.842 0.050 2.798
H8 1.222 0.358 3.254
H9 1.303 0.384 0.933
H10 1.048 1.770 1.279



No. 2
Here is a cluster of 2 separate species, C2H10N2O in total at a distorted geometry from OMol25. Energies are from ωB97M-V/def2-TZVPD.

spin multiplicity: 1
total charge: 0
structure (SMILES): NCCN.O
ΔE to the lowest compared entry with this formula, charge and spin: 189.1 kJ/mol

Element x y z (Å)
C1 -0.229 -0.134 -0.033
C2 -1.316 0.900 0.521
N1 -0.703 1.804 1.603
N2 -0.582 -1.437 -0.670
H1 0.551 0.341 -0.615
H2 0.585 -0.228 0.749
H3 -1.610 1.619 -0.267
H4 -2.161 0.187 0.812
H5 0.244 2.008 1.309
H6 -0.490 1.245 2.399
H7 -1.521 -1.607 -0.563
H8 -0.449 -1.590 -1.754
H9 3.076 -0.630 -0.762
H10 2.339 -1.348 -1.876
O1 2.265 -1.132 -0.852